Below is a molecular structure, C35H45BGaN7S3, with properties calculated with ωB97M-V/def2-TZVPD.

Its total charge is +2. The calculation puts the molecular weight at 740.53 g mol⁻¹. The calculation puts the frontier orbital gap at 6.818 eV. As for the HOMO energy: -13.752 eV. As for the lowest unoccupied orbital energy: -0.2548 Eh.

Structure (XYZ):
```
92
Properties=species:S:1:pos:R:3:forces:R:3:lowdin_charge:R:1
Ga 0.20050 -1.88719 -2.49777 0.4 -0.4 -0.7 0.1610
C -2.83021 -3.51189 1.82717 -0.1 0.0 0.0 -0.0205
C -1.69222 -2.55297 1.68463 0.1 0.1 0.1 -0.1991
C -1.01640 -2.09070 2.78833 0.0 0.1 -0.1 0.0974
C -0.01048 -1.12360 2.65059 -0.1 0.0 0.1 -0.1619
N 0.32213 -0.65989 1.46142 0.1 -0.2 0.0 0.2128
N -0.27543 -1.13995 0.38572 0.2 0.1 -0.1 0.0238
B 0.29093 -0.57928 -0.98030 -0.1 0.0 0.1 -0.6707
N 1.78431 -0.12990 -0.93699 -0.2 0.0 -0.1 0.0209
N 2.02860 0.98568 -0.21528 0.1 0.1 -0.1 0.1949
C 3.25315 1.42827 -0.13219 0.0 -0.1 0.0 -0.1861
C 4.32931 0.68258 -0.67640 -0.1 0.0 0.0 0.0906
C 4.09047 -0.39746 -1.46647 0.3 0.2 0.1 -0.2414
C 5.18528 -1.16357 -2.13292 0.1 0.0 0.0 -0.0573
C 2.73440 -0.75013 -1.67119 -0.2 -0.1 -0.2 -0.5007
S 2.43643 -1.90335 -2.94976 0.1 0.0 0.3 0.8469
C 3.51432 2.77076 0.52144 -0.1 0.0 0.0 -0.5399
C 4.31771 2.56188 1.80786 0.0 0.0 0.0 -0.0161
C 4.33049 3.62743 -0.45835 -0.1 0.1 0.1 -0.0282
C 2.20320 3.48898 0.82755 0.0 -0.1 0.1 -0.0507
N -0.65827 0.55787 -1.46030 -0.1 0.0 0.0 0.0083
N -0.97784 1.40748 -0.46404 -0.1 0.0 -0.1 0.1953
C -1.74333 2.43107 -0.72257 0.0 0.0 0.0 -0.1801
C -2.18216 2.68406 -2.04763 0.1 -0.1 0.0 0.0926
C -1.91702 1.80112 -3.05079 0.0 0.0 0.1 -0.2278
C -2.41736 1.99853 -4.44309 0.0 0.0 0.0 -0.0511
C -1.14904 0.64860 -2.70792 0.0 0.0 -0.1 -0.5088
S -0.93315 -0.57163 -3.94853 0.0 0.2 0.1 0.8260
C -2.15835 3.32619 0.43054 0.0 -0.1 0.0 -0.5399
C -1.70231 2.73554 1.76624 0.0 0.0 -0.1 -0.0533
C -3.68776 3.44637 0.43159 0.0 0.0 0.0 -0.0291
C -1.53169 4.70931 0.22684 0.0 0.0 0.0 -0.0164
C -1.26612 -2.04520 0.44437 -0.2 -0.1 -0.1 -0.3709
S -2.13036 -2.41416 -1.06978 -0.5 0.5 0.6 1.1029
C 0.68851 -0.54322 3.85995 0.0 0.0 0.0 -0.5404
C 1.81253 0.39510 3.43031 -0.1 -0.1 0.0 -0.0563
C -0.35186 0.24172 4.67125 0.0 0.0 0.0 -0.0131
C 1.25693 -1.68731 4.70544 0.1 0.1 0.0 -0.0252
H -3.20916 -3.48722 2.84651 0.0 0.0 0.0 0.1017
H -2.51348 -4.53561 1.62334 0.0 0.0 0.0 0.0998
H -3.64614 -3.25741 1.15162 0.0 0.0 0.0 0.0833
H -1.29236 -2.44199 3.77299 0.0 0.0 0.0 0.1387
H 5.34588 0.99821 -0.49232 0.1 0.0 0.0 0.1346
H 6.14978 -0.75713 -1.84951 0.1 0.0 0.0 0.0926
H 5.09365 -1.11640 -3.21959 0.0 0.0 0.0 0.0851
H 5.14879 -2.21634 -1.85110 0.0 0.0 0.0 0.0935
H 5.29109 2.11301 1.61183 0.0 0.0 0.0 0.0901
H 3.78290 1.92780 2.51021 0.0 0.0 0.1 0.0635
H 4.49207 3.52271 2.28606 0.0 0.1 0.0 0.1000
H 5.31437 3.21161 -0.66512 0.1 0.0 0.0 0.0833
H 4.48281 4.61379 -0.02384 0.0 0.1 0.0 0.0987
H 3.80504 3.75472 -1.40346 0.0 0.0 -0.1 0.0967
H 1.57009 2.90036 1.48871 0.0 0.0 0.0 0.0523
H 1.64427 3.68598 -0.08599 0.0 0.0 -0.1 0.0784
H 2.41889 4.44076 1.30887 0.0 0.1 0.0 0.1004
H -2.76248 3.57182 -2.25702 0.0 0.0 0.0 0.1350
H -2.96844 2.93074 -4.51719 0.0 0.1 0.0 0.0940
H -3.07487 1.18039 -4.73689 0.0 0.0 0.0 0.0890
H -1.59213 2.02008 -5.15328 0.1 0.0 0.0 0.0936
H -2.17254 1.76840 1.94720 0.0 -0.1 0.0 0.0812
H -1.98867 3.40919 2.57117 0.0 0.1 0.1 0.0982
H -0.62424 2.59433 1.79438 0.1 0.0 0.0 0.0573
H -4.16021 2.46927 0.52280 0.0 -0.1 0.0 0.0940
H -4.06973 3.93100 -0.46421 0.0 0.0 -0.1 0.0837
H -3.99884 4.04937 1.28071 0.0 0.1 0.1 0.0975
H -0.44630 4.65125 0.21675 0.1 0.0 0.0 0.0717
H -1.82793 5.36560 1.04246 0.0 0.1 0.1 0.1001
H -1.85967 5.17295 -0.70279 0.0 0.0 -0.1 0.0895
H 1.42726 1.20975 2.82124 0.0 0.0 0.0 0.0595
H 2.56685 -0.13178 2.84974 0.1 -0.1 -0.1 0.0884
H 2.28754 0.81421 4.31360 0.0 0.0 0.1 0.1007
H -0.76515 1.06258 4.08721 0.0 0.1 0.0 0.0781
H 0.12435 0.66136 5.55474 0.0 0.0 0.1 0.1020
H -1.17142 -0.39115 5.00874 -0.1 0.0 0.0 0.0890
H 1.93673 -2.31035 4.12685 0.1 -0.1 -0.1 0.0969
H 0.48169 -2.32078 5.13025 -0.1 -0.1 0.0 0.0836
H 1.81720 -1.26636 5.53716 0.0 0.0 0.1 0.0998
C 0.21855 -4.19021 -2.65945 0.2 0.1 0.0 -0.0464
C -1.13717 -4.26317 -2.66418 -0.2 -0.3 -0.1 -0.3198
C -1.90737 -4.34629 -3.89124 0.1 0.1 0.1 -0.0187
C -3.19189 -4.72535 -3.86949 0.1 0.0 0.1 0.0447
C -3.86295 -5.05923 -2.61187 0.0 0.0 0.1 -0.1941
C -3.26814 -4.85565 -1.43103 0.1 0.0 -0.2 -0.0292
C -1.91104 -4.23615 -1.36380 0.1 0.0 0.0 -0.3920
C -5.19066 -5.60003 -2.66957 0.4 0.2 0.0 -0.1580
N -6.25241 -6.02225 -2.71489 -0.5 -0.2 0.0 0.2115
H 0.77322 -4.26039 -3.58835 0.0 -0.1 0.0 0.0942
H 0.78637 -4.30927 -1.74091 0.0 -0.1 0.0 0.1017
H -1.39785 -4.16217 -4.82728 0.0 0.0 0.0 0.1380
H -3.75340 -4.83305 -4.78670 0.0 0.0 0.0 0.1406
H -3.77934 -5.08702 -0.51092 0.0 0.0 0.1 0.1261
H -1.31124 -4.62568 -0.54218 0.0 0.0 0.0 0.1372
```
Positions in Å, forces in eV/Å.



Below is 10 unconnected molecules or ions with the total composition C20H65N5O10 at a distorted geometry, with properties calculated with ωB97M-V/def2-TZVPD.

The calculation puts the molecular weight at 535.77 g mol⁻¹. The energy above the lowest of the compared OMol25 structures with the same formula, charge and spin comes out at 241.3 kJ/mol. The calculation puts the frontier orbital gap at 8.873 eV. Its SMILES is COC[C@H](C)N.COC[C@H](C)N.COC[C@H](C)N.COC[C@H](C)N.COC[C@H](C)N.O.O.O.O.O. As for the HOMO energy: -8.838 eV. As for the lowest unoccupied orbital energy: 0.0013 Eh.

Structure (XYZ):
```
100
Properties=species:S:1:pos:R:3:forces:R:3:lowdin_charge:R:1
O -12.28939 14.42119 -27.23246 0.6 -0.9 0.2 -0.0461
H -12.56047 13.87497 -27.97029 -0.1 -0.2 -0.2 0.0581
H -13.02964 15.00983 -27.08493 -0.6 1.1 -0.1 0.0062
O -11.06488 13.71582 -24.71542 -0.4 0.3 1.0 -0.0728
H -10.53559 12.94631 -24.92499 0.4 -0.8 -0.6 0.0165
H -11.58255 13.87331 -25.50501 -0.4 0.1 -0.5 0.0058
O -9.04370 15.57378 -24.79558 0.7 0.5 0.9 -0.0815
H -9.22050 15.65432 -25.73285 0.1 -0.1 -0.4 -0.0375
H -9.74634 15.01343 -24.46609 -0.3 -0.2 -0.1 -0.0308
O -11.28573 13.98945 -21.98208 -0.3 0.2 0.7 -0.0644
H -11.29188 13.79711 -22.91974 -0.1 0.0 -0.9 -0.0232
H -10.38327 14.24874 -21.79620 0.2 0.2 0.1 0.0543
O -9.61128 15.26824 -27.39583 0.4 0.2 -0.5 -0.0420
H -9.17555 14.82103 -28.12135 0.3 0.0 -0.1 0.0534
H -10.43148 14.78939 -27.27662 -0.7 0.0 0.0 -0.0088
C -8.09011 11.06392 -24.83189 0.5 -0.4 -0.5 -0.0449
C -8.53029 11.50935 -26.27193 0.4 -1.6 1.8 -0.3725
C -7.94727 10.50103 -27.29773 -0.4 0.1 0.5 -0.2210
O -6.55483 10.31220 -27.17439 0.4 0.6 -0.7 -0.1890
C -5.75254 11.39336 -27.69763 -1.3 -0.4 -0.3 -0.0779
N -9.99542 11.53009 -26.28059 0.5 1.0 -0.4 0.0447
H -8.42720 10.05429 -24.59711 -0.7 -0.1 -0.2 0.0751
H -8.40016 11.70390 -24.00582 -0.1 0.3 -0.3 0.0617
H -7.01886 10.88502 -24.73957 0.2 0.6 -0.3 0.0728
H -8.13578 12.50738 -26.46270 -0.2 0.1 -0.1 0.1266
H -8.30853 10.77363 -28.28934 0.5 0.6 -0.6 0.1124
H -8.40170 9.51399 -27.21204 0.0 -0.1 0.7 0.1249
H -6.14319 11.70410 -28.66661 0.0 -0.3 -0.5 0.0776
H -4.74083 11.01158 -27.83470 -0.1 0.3 0.4 0.0912
H -5.87353 12.31074 -27.12153 0.6 -0.2 0.6 0.0821
H -10.28008 11.73307 -27.22816 -0.2 0.2 -0.2 0.0541
H -10.43241 10.64804 -26.05452 0.2 -0.6 0.1 0.0339
C -14.46584 13.02866 -23.26907 0.6 1.0 -0.7 -0.0650
C -15.29736 14.19016 -22.72409 -0.9 -1.0 0.0 -0.4070
C -16.63825 14.43120 -23.50179 1.6 1.3 -1.2 -0.1336
O -16.25465 14.88415 -24.83433 -0.1 -0.4 0.2 -0.2341
C -17.32575 15.01306 -25.73421 0.1 -0.3 -0.4 -0.1269
N -15.69452 13.85829 -21.37126 -0.2 0.1 1.0 0.0250
H -15.05657 12.16511 -23.57470 0.1 0.0 -0.1 0.0794
H -13.69887 12.75580 -22.54422 -0.3 -0.2 0.3 0.0684
H -13.85275 13.44399 -24.06889 -0.2 -0.5 -0.7 0.0607
H -14.60585 15.03242 -22.70178 -0.6 0.5 -0.1 0.1328
H -17.25535 15.26705 -23.17219 0.1 -0.2 1.0 0.1203
H -17.26233 13.53826 -23.53776 0.1 -0.3 -0.1 0.1216
H -17.69763 14.03021 -26.02370 -0.1 -0.2 -0.1 0.0877
H -16.94817 15.52055 -26.62190 0.0 -0.1 -0.1 0.0685
H -18.19210 15.58837 -25.40775 0.1 0.2 0.6 0.0883
H -15.74025 12.85109 -21.31145 -0.4 -0.3 0.0 0.0662
H -14.93760 14.05916 -20.73342 0.1 0.4 0.1 0.0747
C -13.68756 10.52020 -25.54995 -1.3 0.2 -1.1 -0.0577
C -13.11496 9.69773 -26.68065 1.8 -0.9 0.7 -0.4046
C -12.80644 10.40090 -27.97490 -2.8 0.6 -0.1 -0.1909
O -13.34304 9.56279 -29.04671 1.9 1.1 -0.6 -0.1726
C -13.13147 10.19323 -30.34311 -0.6 -0.1 0.8 -0.0885
N -11.80439 9.14330 -26.22290 -0.4 -1.0 0.7 0.0249
H -13.19730 11.47676 -25.36896 0.6 -0.4 0.4 0.0690
H -13.85640 9.85944 -24.69967 0.4 0.4 0.4 0.0889
H -14.68509 10.82866 -25.86281 -0.3 0.0 0.0 0.0825
H -13.69065 8.78688 -26.84511 -0.9 0.6 -0.4 0.1402
H -11.81272 10.84773 -27.94375 0.6 -1.2 -0.9 0.0972
H -13.38898 11.32151 -27.93990 -0.7 0.3 -0.4 0.1060
H -13.70394 11.12077 -30.33650 0.3 0.4 0.0 0.0782
H -13.56194 9.62775 -31.16956 0.0 -0.6 0.4 0.0822
H -12.07754 10.35202 -30.57135 0.1 0.1 0.2 0.0833
H -11.99526 8.85254 -25.27467 0.3 0.4 0.9 0.0602
H -11.82574 8.20502 -26.59610 0.8 -0.3 -0.8 0.0807
C -10.93108 10.72694 -22.31337 0.0 -0.9 -1.0 -0.0616
C -11.09207 10.58093 -20.82686 0.3 -0.5 0.9 -0.4409
C -10.19956 9.46876 -20.16814 -1.7 -0.7 -2.2 -0.1258
O -10.67480 8.14357 -20.64993 1.3 0.9 0.7 -0.1953
C -9.62382 7.23773 -20.99117 0.0 0.0 0.3 -0.1301
N -10.71458 11.79810 -20.15631 0.2 0.4 0.5 0.0261
H -11.50488 11.57336 -22.69078 0.1 0.0 0.1 0.0525
H -11.27795 9.85128 -22.86200 -0.2 -0.3 0.1 0.0707
H -9.89519 10.82335 -22.63852 0.2 0.3 0.3 0.0604
H -12.16059 10.52093 -20.62004 -0.1 -0.9 0.2 0.1375
H -10.19230 9.57588 -19.08344 -0.1 -0.3 0.0 0.1197
H -9.21703 9.65400 -20.60220 0.4 -0.1 0.3 0.1100
H -8.90424 7.62939 -21.71013 -0.4 0.3 -0.6 0.0750
H -10.07656 6.30780 -21.33519 -0.1 0.2 -0.3 0.0825
H -8.95459 6.92913 -20.18804 -0.3 0.2 0.8 0.0759
H -9.71154 11.88786 -20.23342 0.4 0.3 0.0 0.0691
H -11.10670 12.53084 -20.73027 0.0 0.6 0.2 0.0201
C -13.36383 17.09199 -25.05341 0.4 0.8 1.5 -0.0515
C -14.00168 17.68860 -26.24543 0.2 -0.1 -2.0 -0.3734
C -13.10083 18.74615 -26.97534 -1.6 -0.4 -0.2 -0.1960
O -12.95999 19.86276 -26.12771 0.7 0.2 0.3 -0.1622
C -12.46731 20.93692 -26.88013 -0.2 0.6 -1.3 -0.1321
N -14.35762 16.52540 -27.12963 0.3 0.4 -0.4 0.0329
H -12.36266 16.69933 -25.23110 -0.2 -0.5 -0.4 0.0911
H -14.04868 16.37976 -24.59317 0.3 -0.2 0.1 0.0654
H -13.15327 17.87707 -24.32718 -0.2 0.1 0.2 0.0914
H -14.94309 18.21205 -26.07855 0.1 0.2 0.8 0.1393
H -13.64970 19.14507 -27.82839 -0.4 -0.4 -0.5 0.1073
H -12.18225 18.37207 -27.42744 0.5 -0.3 0.6 0.1315
H -11.51590 20.74576 -27.37651 0.6 -0.2 0.7 0.0892
H -12.48275 21.91942 -26.40838 0.2 -0.5 0.8 0.0921
H -13.07500 21.11370 -27.76758 -0.7 -0.1 -0.2 0.0746
H -14.88754 15.85678 -26.58905 0.0 -0.1 0.7 0.0340
H -15.05650 16.81300 -27.79967 0.2 0.3 -0.5 0.0758
```
Positions in Å, forces in eV/Å.



Below is a single C6H11ClO molecule at a distorted geometry, with properties calculated with ωB97M-V/def2-TZVPD.

The calculation puts the molecular weight at 134.61 g mol⁻¹. The energy above the lowest of the compared OMol25 structures with the same formula, charge and spin comes out at 189.5 kJ/mol. The calculation puts the frontier orbital gap at 10.399 eV. Its SMILES is C=C(C)[C@@](O)(Cl)CC. As for the HOMO energy: -9.577 eV. As for the lowest unoccupied orbital energy: 0.0302 Eh.

Structure (XYZ):
```
19
Properties=species:S:1:pos:R:3:forces:R:3:nbo_charge:R:1
C -0.23403 2.10925 -0.48303 -2.2 -0.8 -1.4 -0.4483
C 0.15836 0.86400 -0.76346 1.8 -1.5 2.7 0.0414
C 0.25009 0.10973 -2.06141 0.5 3.0 0.5 -0.6873
C -1.29741 -1.29011 1.15131 0.4 -2.1 -0.6 -0.6378
C -0.22072 -0.41113 1.61438 3.9 2.7 0.8 -0.4143
C 0.85553 -0.09397 0.47162 -3.7 0.9 -1.3 0.2160
O 1.27799 -1.34127 -0.00765 0.5 0.8 -0.2 -0.7157
Cl 2.24334 0.77488 1.04934 0.9 0.7 0.7 -0.0389
H -0.50356 2.51373 0.48842 0.9 -0.2 0.2 0.2155
H -0.82327 2.60498 -1.28749 0.8 0.0 0.4 0.1959
H 1.17349 0.46800 -2.52903 0.3 -0.7 0.0 0.2280
H 0.22193 -0.91415 -1.84436 -0.1 -1.4 -0.3 0.2420
H -0.49684 0.49154 -2.71142 -1.0 -0.2 -0.7 0.2248
H -1.76563 -0.75174 0.33236 -1.0 -0.2 0.2 0.2162
H -1.87064 -1.52607 2.05278 -0.7 0.1 -0.7 0.2251
H -0.93181 -2.28808 0.71325 -0.3 1.5 0.7 0.2230
H 0.55810 -0.85831 2.33671 -1.9 0.5 -0.3 0.2204
H -0.64689 0.63125 2.01963 1.1 -2.4 -0.7 0.2156
H 2.05196 -1.09250 -0.54196 -0.1 -0.7 0.0 0.4784
```
Positions in Å, forces in eV/Å.